[1]
A 9-piece molecular cluster, C33H43N8O overall. Source: OMol25; level of theory: ωB97M-V/def2-TZVPD.

```
85
Properties=species:S:1:pos:R:3:forces:R:3
C 29.93723 31.43219 45.62050 -0.4 -3.2 5.3
H 22.25563 30.99281 48.43456 -0.1 1.3 0.1
H 28.51627 27.16563 53.32004 -0.8 -0.5 1.3
C 30.12064 31.57280 47.18547 1.9 3.6 -3.0
C 21.71676 28.19742 43.59276 -1.5 -1.9 -3.3
C 27.52688 27.13185 47.56695 1.5 1.8 0.4
C 29.99839 28.30824 50.53057 -2.4 -0.4 4.2
H 30.24465 28.08260 49.56845 0.7 -0.8 -2.3
C 29.82420 24.01538 46.76992 -1.1 -2.4 0.1
H 29.05176 30.44165 48.83989 0.3 1.1 -0.7
C 29.34013 21.83185 46.20056 0.2 1.5 0.0
H 27.44404 26.78691 45.36722 -1.3 0.6 -0.2
H 28.09194 22.37542 44.46386 -0.8 0.3 -1.0
N 29.31149 27.38310 51.35125 0.4 -0.4 0.3
H 28.04175 24.12571 53.23212 -1.1 0.3 0.2
C 28.51246 24.30652 49.94775 4.0 -1.7 2.8
H 28.09541 29.23061 47.03323 -0.5 -0.4 -0.4
H 22.43406 23.10803 47.03254 -2.0 -0.9 -0.1
H 23.17233 29.01687 46.15917 0.9 0.5 1.4
H 29.04352 26.46786 51.01097 0.3 0.1 0.1
H 30.64179 23.71231 49.84642 2.3 -0.5 -1.7
C 30.06551 29.47893 51.22093 -0.3 0.0 2.5
N 28.93081 23.96757 45.73679 -0.3 1.6 -2.0
H 20.95211 29.05205 45.69780 0.0 -0.7 -1.2
H 24.77954 21.78343 47.33974 -0.1 1.6 -0.1
C 26.70082 25.59828 43.69083 2.0 2.3 1.6
H 30.57268 32.02135 45.07417 1.2 0.6 -2.0
C 28.68620 26.88350 43.72875 -4.6 -4.3 -2.4
H 28.56704 24.83610 45.30403 0.4 -1.1 0.1
C 28.99508 27.84537 52.70144 2.7 2.0 -6.6
C 23.61380 24.88389 46.53714 0.1 -0.3 2.2
H 22.96510 25.81282 46.41101 1.2 -1.5 0.0
H 29.14419 29.97501 53.39214 1.3 -2.1 -2.1
H 30.82688 32.23869 47.71954 -0.5 -0.2 -0.8
H 28.51104 26.84018 46.97733 -1.1 0.5 0.9
H 25.50066 25.93108 46.62733 -1.6 -2.6 0.9
H 30.47959 23.47893 52.57991 -1.1 0.5 -0.7
C 24.18349 30.06574 47.86835 4.1 2.0 -0.8
C 29.64068 23.80024 51.90685 3.7 -1.0 -2.8
N 28.61010 30.04479 46.76494 1.4 0.7 2.3
C 28.71830 22.66977 45.24728 1.7 -0.1 4.2
C 25.65620 23.83838 47.12455 -2.4 -1.5 -0.2
C 28.39181 24.16258 52.22880 2.8 -1.1 0.8
O 26.55335 27.67461 46.79036 0.4 0.0 -1.0
H 27.08739 26.20994 47.89946 0.6 -0.8 1.6
H 29.46157 25.80357 41.96516 -1.0 0.9 0.4
N 22.97389 28.72201 45.25362 0.0 -0.6 -1.8
H 26.78168 24.52163 51.13696 0.7 0.3 -0.8
C 29.45454 29.13886 52.56678 -0.9 3.6 2.2
H 25.03548 30.86063 47.63728 -2.3 -1.8 0.3
C 29.77530 23.87254 50.33743 -3.8 0.9 5.8
H 30.62449 22.41326 47.79646 4.9 -2.5 5.6
H 29.43244 27.54339 43.90279 1.8 1.9 1.3
H 26.70311 23.61032 47.01130 0.2 0.9 0.3
C 29.25641 30.85899 47.83139 -3.5 -4.9 -1.1
C 24.67073 22.89711 47.18724 -2.9 -1.3 -0.2
C 22.40601 28.78870 48.53304 0.4 0.5 0.9
C 28.59783 26.07341 42.62942 1.8 -2.2 -2.3
C 23.48610 27.97024 48.26595 -0.5 3.4 -0.3
H 20.80588 27.95254 42.82132 2.3 0.7 2.2
C 22.93937 30.20565 48.31540 -3.4 -3.4 0.9
C 23.90685 28.34456 44.26344 -4.1 -0.9 -0.7
H 23.43742 27.53236 42.17440 0.3 -0.1 -0.1
N 27.46200 26.62370 44.35946 0.1 -0.6 0.9
N 24.94664 24.96054 46.88718 3.8 7.5 -2.9
H 25.76627 25.23194 44.02094 -0.7 0.1 0.7
C 23.32727 23.59298 46.88472 3.8 -1.4 0.1
H 26.86926 24.64577 41.84717 0.9 -0.1 -0.1
H 30.24924 24.78204 47.34254 -0.1 1.8 -0.1
H 28.29908 24.51287 48.98062 -1.7 0.7 -2.5
H 21.46395 28.36606 49.02660 1.3 1.2 -1.0
C 23.17723 27.88728 43.14789 -3.3 2.5 3.8
H 24.94034 28.29256 44.38557 1.4 0.2 0.8
C 21.60329 28.63530 44.90471 3.9 0.0 -1.3
H 25.31873 28.24684 47.45674 1.8 0.3 -0.6
C 30.01837 22.73260 47.15850 -4.8 -0.1 -6.7
H 27.91739 27.96048 48.43937 -0.8 -2.6 -1.5
H 30.57987 30.44172 50.94001 -0.9 -1.4 0.4
C 27.38774 25.22994 42.60302 0.9 1.5 -0.3
C 29.20503 30.22506 45.55233 0.0 0.7 0.1
H 29.11765 29.29647 44.89448 -0.2 2.3 0.2
N 24.52905 28.75813 47.84157 -1.7 -1.0 1.0
H 23.60156 26.95071 48.23612 0.1 -2.1 0.2
H 29.33115 20.72768 46.26025 0.0 1.0 -0.3
N 27.80308 24.44152 51.08418 -5.9 1.4 -0.9
```
Forces are in eV/Å.

## Properties
Net charge ... -1
HOMO energy ... -0.2148 Ha
Spin multiplicity ... 1

Per-atom Mulliken charges, elementary charge units: atom 1 (C): -0.9599, atom 2 (H): 0.4151, atom 3 (H): 0.4421, atom 4 (C): -0.2277, atom 5 (C): -0.6688, atom 6 (C): -0.3679, atom 7 (C): -0.7206, atom 8 (H): 0.6987, atom 9 (C): -0.9088, atom 10 (H): 0.3361, atom 11 (C): -0.7897, atom 12 (H): -0.1186, atom 13 (H): 0.4268, atom 14 (N): 0.0862, atom 15 (H): 0.4725, atom 16 (C): -0.6262, atom 17 (H): 0.3579, atom 18 (H): 0.5655, atom 19 (H): 0.6934, atom 20 (H): 0.4581, atom 21 (H): 0.6171, atom 22 (C): -0.4424, atom 23 (N): 0.3406, atom 24 (H): 0.3693, atom 25 (H): 0.3214, atom 26 (C): -0.4131, atom 27 (H): 0.4058, atom 28 (C): -0.3426, atom 29 (H): 0.2391, atom 30 (C): -0.3005, atom 31 (C): -0.4553, atom 32 (H): 0.2887, atom 33 (H): 0.1605, atom 34 (H): 0.3350, atom 35 (H): 0.1266, atom 36 (H): -0.1953, atom 37 (H): 0.3198, atom 38 (C): -0.3746, atom 39 (C): -0.4280, atom 40 (N): 0.0276, atom 41 (C): -0.4462, atom 42 (C): 0.1486, atom 43 (C): -0.8672, atom 44 (O): -1.0820, atom 45 (H): 0.3621, atom 46 (H): 0.2343, atom 47 (N): -0.0638, atom 48 (H): 0.2512, atom 49 (C): -0.6241, atom 50 (H): 0.2403, atom 51 (C): -0.4374, atom 52 (H): 0.9395, atom 53 (H): 0.5857, atom 54 (H): 0.1390, atom 55 (C): -0.5767, atom 56 (C): -0.7766, atom 57 (C): -0.6878, atom 58 (C): -0.8007, atom 59 (C): -0.6306, atom 60 (H): 0.1540, atom 61 (C): -0.6095, atom 62 (C): -0.7466, atom 63 (H): 0.4735, atom 64 (N): 0.4791, atom 65 (N): 0.7955, atom 66 (H): 0.5296, atom 67 (C): -0.7652, atom 68 (H): 0.4105, atom 69 (H): 0.5591, atom 70 (H): 0.5428, atom 71 (H): 0.2907, atom 72 (C): -0.5824, atom 73 (H): 0.7205, atom 74 (C): -0.2174, atom 75 (H): 0.1102, atom 76 (C): -0.6569, atom 77 (H): -0.1162, atom 78 (H): 0.4258, atom 79 (C): -0.6541, atom 80 (C): 0.4018, atom 81 (H): -0.1545, atom 82 (N): 0.4293, atom 83 (H): 0.7384, atom 84 (H): 0.3511, atom 85 (N): 0.0196



[2]
An isolated molecule of C2H3NO2S2. Source: OMol25; level of theory: ωB97M-V/def2-TZVPD.

```
10
Properties=species:S:1:pos:R:3:forces:R:3
S 1.07893 0.29818 0.75151 -0.7 -1.2 0.0
O -0.17087 -0.02924 -2.39591 0.0 0.1 0.3
H 1.42586 2.35366 -0.12148 -1.1 -0.6 -1.1
H 0.12654 -1.73686 -0.09394 1.3 -3.0 -2.5
N -0.55162 -1.38081 1.77001 -1.0 -0.2 1.0
C -0.30196 -0.99103 0.40449 -1.2 5.5 1.8
O -1.59799 -0.96194 2.19731 0.5 -0.3 -0.1
S 0.29029 1.32623 -2.03152 0.4 0.4 0.9
C 0.83199 1.45565 -0.47644 1.0 0.7 -0.3
H -1.13117 -0.33384 -0.00404 0.8 -1.5 0.1
```
Forces are in eV/Å.

## Properties
Net charge ... 0
HOMO energy ... -0.3291 Ha
Spin multiplicity ... 1

Per-atom Mulliken charges, elementary charge units: atom 1 (S): -0.0469, atom 2 (O): -0.5093, atom 3 (H): 0.2903, atom 4 (H): 0.4067, atom 5 (N): -0.0856, atom 6 (C): -0.4069, atom 7 (O): -0.2700, atom 8 (S): 0.3194, atom 9 (C): -0.1481, atom 10 (H): 0.4503



[3]
An isolated ion of composition C5H10NO and charge +1. Source: OMol25; level of theory: ωB97M-V/def2-TZVPD.

```
17
Properties=species:S:1:pos:R:3:forces:R:3
N 2.64134 0.53770 0.11696 0.1 -0.5 1.1
H 0.31328 1.79015 -1.03066 0.1 0.9 -0.9
H 0.44165 -2.83166 0.07107 0.1 0.0 0.0
C -0.67547 -0.20508 -0.48064 1.6 0.3 0.0
H 3.30518 -0.24249 0.28364 -0.8 0.5 -0.3
C 0.16832 1.13249 -0.21832 -0.9 -1.0 -0.8
H 3.02431 1.44886 0.37697 -0.2 0.0 -0.8
H -2.15813 -1.35948 0.63869 0.3 0.9 0.3
H -0.52666 -0.52469 -1.54022 -1.1 0.4 0.7
H -2.89941 -0.05489 -0.15877 -0.5 0.6 -0.8
H -0.32105 1.62457 0.56856 -0.1 1.1 1.3
O 1.04699 -2.12952 -0.20275 -0.2 0.9 0.6
H -1.85140 0.37720 1.11852 0.0 0.9 2.1
H 0.24362 -0.83297 1.36416 0.7 -0.3 -1.3
C 0.53942 -0.89532 0.23763 -0.6 -1.1 0.9
C -1.99263 -0.29244 0.34536 0.9 -2.6 -2.4
C 1.36162 0.33297 0.10073 0.5 -0.9 0.2
```
Forces are in eV/Å.

## Properties
Net charge ... +1
HOMO energy ... -0.5437 Ha
Spin multiplicity ... 1

Per-atom Mulliken charges, elementary charge units: atom 1 (N): -0.3011, atom 2 (H): 0.3795, atom 3 (H): 0.3562, atom 4 (C): 0.1120, atom 5 (H): 0.3024, atom 6 (C): -0.7623, atom 7 (H): 0.2948, atom 8 (H): 0.3118, atom 9 (H): 0.3732, atom 10 (H): 0.3744, atom 11 (H): 0.2932, atom 12 (O): -0.5170, atom 13 (H): 0.3689, atom 14 (H): 0.2883, atom 15 (C): 0.2282, atom 16 (C): -1.2707, atom 17 (C): 0.1683



[4]
An isolated molecule of C5H11NO. Source: OMol25; level of theory: ωB97M-V/def2-TZVPD.

```
18
Properties=species:S:1:pos:R:3:forces:R:3
H 2.01307 -1.54836 -0.00350 -0.4 -0.3 -0.1
H 1.35082 1.05981 1.26803 -0.6 0.2 -0.2
H -1.40066 -1.25361 -0.60368 -0.2 0.1 0.1
H 0.36743 -0.36554 -2.11418 0.3 0.0 0.4
H 1.48033 0.91851 -1.66595 0.0 0.0 0.1
H -1.72366 -1.13714 1.14186 -0.2 0.0 -0.2
H -1.30425 1.28746 -0.67615 -0.1 -0.1 0.2
C 1.33385 -0.16374 -1.61445 0.1 0.2 0.3
H -0.85808 1.43969 1.65525 -0.2 0.1 0.0
C 1.32834 -0.72004 -0.17137 0.2 0.0 0.2
O -1.77444 1.47295 1.34707 0.2 0.1 0.1
C -1.82461 0.75150 0.13515 -0.1 -0.2 -0.4
H -2.88088 0.66993 -0.13624 0.1 0.1 0.0
C 1.05386 0.01351 1.36286 0.4 0.2 -0.3
H 2.09680 -0.63845 -2.24672 0.0 0.1 0.4
N 0.16136 -0.66380 0.54987 -0.1 -0.4 0.1
C -1.23682 -0.64476 0.29088 -0.2 0.0 0.0
H 1.08512 -0.35285 2.41487 0.8 0.0 -0.7
```
Forces are in eV/Å.

## Properties
Net charge ... 0
HOMO energy ... -0.3131 Ha
Spin multiplicity ... 1

Per-atom Mulliken charges, elementary charge units: atom 1 (H): 0.3778, atom 2 (H): 0.3450, atom 3 (H): 0.3718, atom 4 (H): 0.2650, atom 5 (H): 0.2735, atom 6 (H): 0.2498, atom 7 (H): 0.2383, atom 8 (C): -1.0989, atom 9 (H): 0.3180, atom 10 (C): -0.0873, atom 11 (O): -0.5151, atom 12 (C): -0.3245, atom 13 (H): 0.3295, atom 14 (C): -0.8632, atom 15 (H): 0.3264, atom 16 (N): 0.1029, atom 17 (C): -0.5999, atom 18 (H): 0.2908



Number 1: largest force on an atom 0.173 hartree/bohr, LUMO level 2.5 eV. Number 2: largest force on an atom 0.115 hartree/bohr, LUMO level -0.9 eV. Number 3: largest force on an atom 0.072 hartree/bohr, LUMO level -4.8 eV. Number 4: largest force on an atom 0.021 hartree/bohr, LUMO level 1.0 eV.